# 1
{"formula": "C26H44BFLuN5O5Si2", "method": "ωB97M-V/def2-TZVPD", "homo_lumo_gap_ev": 4.790, "spin_multiplicity": 1, "relative_energy_kj_mol": 0.0, "lumo_ha": -0.078, "symbols": ["Lu", "C", "C", "N", "C", "C", "C", "O", "O", "C", "O", "C", "C", "C", "F", "C", "C", "C", "N", "C", "C", "N", "C", "C", "H", "H", "H", "H", "H", "H", "H", "H", "H", "H", "H", "H", "H", "H", "H", "H", "H", "H", "N", "C", "C", "O", "O", "H", "H", "H", "H", "B", "C", "N", "H", "H", "H", "C", "Si", "C", "C", "C", "Si", "C", "C", "C", "H", "H", "H", "H", "H", "H", "H", "H", "H", "H", "H", "H", "H", "H", "H", "H", "H", "H", "H"], "positions_angstrom": [[1.23028, 1.90243, 2.40595], [-5.00569, -2.53478, 0.06936], [-3.97002, -2.95858, 1.09657], [-2.76476, -2.12941, 1.04707], [-2.64939, -1.09435, 1.90581], [-1.61002, -0.21613, 1.97354], [-1.74077, 0.86865, 3.04779], [-2.83713, 1.00345, 3.56700], [-0.68286, 1.52883, 3.30972], [-0.54016, -0.36758, 1.04218], [0.48470, 0.33646, 0.95358], [-0.68680, -1.45969, 0.06754], [0.32618, -1.63345, -0.88152], [0.23181, -2.66151, -1.77017], [1.17930, -2.83091, -2.72531], [-0.83372, -3.56584, -1.74458], [-1.84429, -3.39000, -0.82539], [-1.78546, -2.32730, 0.09241], [-0.90287, -4.66369, -2.66041], [-1.55433, -4.37216, -3.92013], [-1.98060, -5.67085, -4.57556], [-0.76430, -6.55065, -4.73949], [-0.05751, -6.78700, -3.42328], [0.30757, -5.43589, -2.84412], [-5.88649, -3.17331, 0.14074], [-4.61524, -2.60095, -0.94666], [-5.31704, -1.50482, 0.23990], [-3.68026, -4.00344, 0.97759], [-4.36642, -2.86814, 2.10624], [-3.46236, -0.95255, 2.60835], [1.16003, -0.94601, -0.89811], [-2.65246, -4.10519, -0.81178], [-0.90330, -3.80570, -4.60899], [-2.44104, -3.76430, -3.74494], [-2.41213, -5.52209, -5.56385], [-2.66910, -6.22868, -3.94325], [-0.11060, -6.09572, -5.38154], [-1.02845, -7.43861, -5.16530], [0.81433, -7.40464, -3.63181], [-0.76096, -7.32687, -2.79244], [1.03907, -4.94524, -3.50489], [0.79762, -5.58327, -1.88170], [3.40036, 1.88996, 1.17375], [4.45403, 2.06762, 2.19016], [3.97188, 3.00924, 3.30477], [4.75841, 3.72493, 3.88847], [2.69596, 2.94180, 3.51984], [3.60398, 1.09132, 0.58451], [3.35182, 2.70496, 0.56750], [5.39306, 2.46569, 1.80225], [4.64091, 1.09474, 2.64878], [2.46204, -2.68399, 4.10362], [2.24325, -1.18076, 3.64032], [2.03157, -0.12436, 3.21860], [1.49561, -2.99696, 4.76116], [3.48718, -2.73735, 4.74035], [2.53364, -3.33752, 3.07935], [2.73531, 5.47425, 0.88842], [0.92972, 5.32575, 1.45117], [0.04484, 6.82844, 0.70248], [0.80757, 5.65092, 3.30124], [0.25466, 3.66894, 0.99088], [0.03769, 3.25844, -0.78546], [-0.23987, 4.69803, -1.98918], [-1.45750, 2.10741, -1.06419], [1.52518, 2.35378, -1.55942], [3.05177, 6.52040, 0.87641], [2.86311, 5.09378, -0.13049], [3.42922, 4.94804, 1.54766], [0.36362, 7.73091, 1.23113], [-1.03862, 6.74619, 0.82139], [0.24943, 6.97622, -0.35774], [1.38090, 6.54662, 3.55504], [1.18050, 4.84789, 3.93621], [-0.23613, 5.84681, 3.56339], [-0.74851, 3.63121, 1.45234], [-1.06288, 5.34227, -1.67494], [-0.47807, 4.30146, -2.98022], [0.64512, 5.32931, -2.09055], [-2.21867, 2.23689, -0.29204], [-1.16801, 1.05362, -1.07733], [-1.92342, 2.32483, -2.02916], [2.42521, 2.97431, -1.53909], [1.33092, 2.11216, -2.60719], [1.73885, 1.42126, -1.03032]], "forces_ev_per_a": [[-0.15, 0.44, -0.14], [-0.06, -0.03, -0.02], [0.05, -0.02, 0.06], [0.05, 0.00, -0.07], [0.04, 0.07, 0.10], [-0.11, -0.06, -0.04], [-0.04, 0.00, 0.04], [-0.01, -0.07, -0.02], [0.07, -0.03, -0.02], [0.19, 0.09, -0.10], [-0.28, -0.06, -0.07], [0.05, -0.08, 0.06], [-0.08, -0.07, -0.01], [-0.04, 0.05, 0.01], [0.02, 0.07, 0.00], [0.01, 0.02, 0.00], [0.12, 0.06, 0.06], [0.00, -0.04, 0.00], [-0.18, -0.01, 0.05], [0.01, 0.06, -0.09], [0.08, -0.08, -0.03], [0.01, 0.01, 0.01], [-0.04, -0.01, -0.11], [0.12, -0.11, 0.04], [0.00, 0.00, 0.00], [0.02, -0.01, -0.01], [0.01, 0.01, 0.02], [-0.02, 0.02, -0.01], [-0.03, 0.02, -0.03], [0.00, 0.00, -0.01], [0.01, 0.02, 0.02], [-0.02, -0.02, -0.02], [0.00, 0.00, 0.01], [0.00, -0.02, 0.01], [-0.01, 0.02, 0.02], [-0.03, 0.05, 0.00], [0.00, 0.01, 0.01], [0.00, 0.00, 0.01], [0.01, 0.02, 0.03], [0.02, 0.02, 0.04], [-0.04, -0.02, 0.01], [-0.02, -0.02, -0.02], [-0.10, 0.00, -0.01], [0.08, 0.12, 0.18], [-0.08, 0.09, 0.04], [0.10, -0.12, -0.04], [0.00, 0.11, 0.18], [-0.02, 0.01, -0.02], [0.03, -0.02, 0.01], [-0.05, -0.09, -0.12], [0.03, 0.03, 0.01], [0.03, 0.19, -0.06], [-0.12, -0.19, -0.19], [0.21, -0.17, 0.24], [-0.04, -0.02, 0.04], [0.03, -0.03, 0.03], [0.00, -0.03, -0.05], [-0.05, 0.05, 0.02], [0.18, 0.00, -0.06], [-0.02, -0.06, 0.01], [-0.03, 0.02, -0.01], [0.12, -0.05, -0.04], [-0.01, -0.03, 0.00], [-0.02, -0.05, 0.07], [0.06, 0.04, -0.04], [-0.05, 0.02, 0.11], [0.00, 0.01, 0.01], [-0.01, -0.02, -0.03], [-0.03, -0.04, 0.03], [0.02, 0.02, 0.01], [-0.02, -0.02, 0.02], [0.03, -0.03, -0.05], [-0.01, 0.04, -0.01], [0.02, -0.04, -0.06], [-0.01, -0.02, 0.03], [0.00, -0.07, -0.06], [-0.04, -0.01, 0.01], [0.00, 0.00, -0.03], [0.05, 0.01, 0.03], [-0.01, 0.01, 0.04], [0.02, 0.03, 0.01], [-0.01, 0.01, -0.01], [0.03, 0.03, 0.00], [-0.04, 0.00, -0.05], [0.00, 0.01, 0.00]]}



# 2
{"formula": "C26H44BrIrN3OP2", "method": "ωB97M-V/def2-TZVPD", "homo_lumo_gap_ev": [6.396, 5.357], "total_charge": 4, "spin_multiplicity": 6, "relative_energy_kj_mol": 346.4, "lumo_ha": [-0.475, -0.554], "symbols": ["N", "C", "C", "C", "C", "C", "C", "Ir", "P", "C", "C", "C", "C", "C", "C", "C", "Br", "H", "H", "H", "H", "H", "H", "H", "H", "H", "H", "P", "C", "C", "H", "H", "H", "H", "H", "C", "C", "H", "H", "H", "H", "H", "C", "C", "H", "H", "H", "H", "H", "C", "C", "H", "H", "H", "H", "H", "C", "C", "H", "H", "H", "H", "H", "C", "C", "H", "H", "H", "H", "H", "N", "C", "N", "O", "H", "H", "H", "H"], "positions_angstrom": [[-5.32809, -1.68173, 4.80599], [-4.39328, -0.83650, 5.25402], [-3.89729, 0.19093, 4.45168], [-4.38222, 0.32395, 3.12807], [-5.45966, -0.49362, 2.73652], [-5.86236, -1.51866, 3.60395], [-3.74167, 1.23452, 2.21908], [0.32655, 0.85842, -1.95858], [2.84606, 0.01617, -1.63090], [-3.87866, 1.20361, 0.85484], [-3.18941, 2.10790, -0.00120], [-3.33040, 2.03841, -1.42014], [-2.14485, 2.01271, -2.14599], [-0.97639, 2.11805, -1.33070], [-0.93328, 2.84931, -0.12133], [-2.13084, 2.88165, 0.56824], [1.34040, 1.25075, -4.11071], [-3.14307, 2.01931, 2.68099], [-4.59655, 0.50331, 0.40504], [-3.10525, 0.84425, 4.81237], [-5.97739, -0.37140, 1.78890], [-4.01941, -0.98591, 6.26625], [-6.63318, -2.21741, 3.26968], [-4.31403, 1.92014, -1.87143], [-2.25213, 3.34915, 1.55576], [-2.07484, 1.88114, -3.23030], [-0.00728, 3.31920, 0.18525], [-0.02347, -1.14149, -1.00421], [2.99053, 1.70260, -0.84384], [3.94671, 2.71826, -1.44430], [3.28373, 1.47688, 0.19730], [1.96789, 2.14053, -0.78574], [3.97957, 3.56746, -0.74261], [4.97202, 2.33954, -1.54840], [3.60619, 3.09991, -2.41582], [3.74738, -0.55706, -3.20214], [4.57872, 0.46045, -3.96244], [2.96714, -0.95398, -3.85792], [4.33551, -1.42834, -2.88693], [4.12800, 0.65553, -4.94021], [4.66929, 1.39746, -3.40701], [5.58459, 0.05829, -4.14603], [4.04585, -0.79629, -0.42932], [5.50432, -0.38196, -0.61934], [3.96124, -1.88478, -0.59068], [3.68324, -0.56227, 0.58254], [6.12916, -1.17252, -0.19437], [5.78978, -0.27199, -1.67207], [5.73897, 0.54372, -0.08072], [0.78904, -2.19634, 0.29142], [1.89990, -3.16044, -0.12127], [0.00426, -2.76750, 0.82593], [1.13647, -1.45349, 1.03149], [1.66111, -4.19387, 0.15928], [2.08908, -3.13003, -1.19875], [2.81321, -2.91706, 0.43289], [-0.07818, -2.13670, -2.55807], [-0.81986, -1.47204, -3.71212], [-0.53188, -3.09692, -2.28894], [0.96669, -2.33316, -2.83364], [-0.58650, -2.01075, -4.63961], [-1.90711, -1.44404, -3.56143], [-0.46245, -0.43315, -3.85374], [-1.79714, -0.99033, -0.49282], [-2.26678, -1.67167, 0.78437], [-2.41331, -1.30137, -1.35060], [-1.98261, 0.08745, -0.38220], [-3.33559, -1.45898, 0.92406], [-2.13073, -2.75986, 0.74169], [-1.74161, -1.26865, 1.66447], [-0.06381, 1.96550, 3.43502], [0.20618, 0.71073, 2.92503], [-0.27035, -0.31733, 3.69531], [0.75467, 0.54352, 1.83143], [-0.09583, 2.06285, 4.44121], [0.38237, 2.72781, 2.93983], [0.02075, -1.25083, 3.44830], [-0.56787, -0.16092, 4.65043]], "forces_ev_per_a": [[1.32, 3.13, -2.23], [0.17, -0.69, 1.50], [-0.44, -0.52, -0.80], [-0.56, -0.75, 0.64], [0.63, -0.23, 0.86], [-1.36, -1.19, -0.25], [0.15, 0.68, 0.14], [4.91, -0.38, -0.90], [2.63, 0.31, 0.28], [-1.12, 0.83, -0.40], [-1.12, -0.13, 0.91], [0.90, -0.25, -1.02], [-1.25, 0.71, 1.08], [-1.09, 1.05, -0.55], [-0.90, -0.05, -0.01], [1.29, 0.19, -0.07], [-0.47, 0.86, -0.09], [0.05, -0.37, -0.06], [0.49, 0.26, 0.04], [-0.27, -0.24, 0.19], [0.02, -0.25, 0.24], [-0.10, 0.00, -0.04], [0.03, 0.06, 0.25], [0.17, -0.31, 0.03], [0.28, -0.23, -0.58], [-0.20, -0.06, 0.39], [-0.09, -0.17, 0.34], [-1.68, -2.85, 0.76], [-0.19, -0.22, -0.34], [0.14, 0.78, -0.15], [-0.40, -0.04, -0.41], [0.10, 0.14, 0.05], [0.06, -0.21, -0.33], [-0.37, 0.03, 0.10], [0.12, -0.12, 0.26], [-1.04, -0.46, -0.04], [0.26, 0.50, -0.22], [0.03, -0.04, 0.11], [-0.19, 0.29, 0.29], [0.16, 0.13, 0.23], [0.19, -0.18, -0.44], [-0.24, 0.12, 0.14], [-1.38, -1.43, 0.51], [0.14, 0.70, -0.23], [0.13, 0.66, 0.08], [0.16, -0.26, -0.19], [-0.13, 0.05, -0.03], [0.05, -0.01, 0.30], [-0.05, -0.16, -0.23], [0.04, 0.76, 0.77], [0.31, -0.20, 0.06], [0.02, 0.52, -0.64], [-0.05, -0.30, -0.23], [-0.14, 0.28, -0.28], [0.21, -0.21, 0.20], [-0.31, -0.18, -0.30], [0.35, 0.01, 0.36], [-0.13, 0.20, -0.01], [0.10, -0.01, 0.02], [-0.22, -0.06, -0.01], [-0.24, 0.20, 0.16], [0.30, -0.10, -0.12], [-0.38, -0.48, -0.21], [-0.40, 0.61, 0.08], [0.20, -0.24, 0.28], [0.28, 0.00, 0.10], [0.13, -0.52, -0.02], [0.25, -0.22, -0.12], [-0.17, 0.27, 0.10], [-0.11, -0.19, -0.26], [0.04, -0.28, -0.32], [-0.02, 0.32, 0.25], [-0.02, 0.07, -0.26], [-0.48, 0.03, 0.18], [0.06, 0.18, -0.10], [0.07, -0.17, 0.29], [0.10, 0.10, 0.19], [0.29, -0.10, -0.24]]}



# 3
{"formula": "C26H44BrN11P", "method": "ωB97M-V/def2-TZVPD", "homo_lumo_gap_ev": 8.336, "total_charge": 1, "spin_multiplicity": 1, "lumo_ha": -0.094, "symbols": ["C", "P", "C", "C", "C", "C", "C", "Br", "N", "H", "H", "H", "H", "H", "H", "H", "H", "H", "H", "H", "H", "H", "H", "C", "C", "N", "H", "H", "H", "C", "C", "N", "H", "H", "H", "C", "C", "N", "H", "H", "H", "C", "C", "N", "H", "H", "H", "C", "C", "N", "H", "H", "H", "C", "C", "N", "H", "H", "H", "C", "C", "N", "H", "H", "H", "C", "C", "N", "H", "H", "H", "C", "C", "N", "H", "H", "H", "C", "C", "N", "H", "H", "H"], "positions_angstrom": [[-3.78307, -0.38813, -2.77599], [-2.82051, -0.94307, -1.21608], [-3.30655, -2.76938, -0.84771], [-0.93138, -0.97912, -1.49208], [-0.51137, -1.27249, -3.04931], [0.91057, -0.45291, -3.07843], [0.49517, 0.84073, -2.12187], [2.10800, 1.99161, -1.85068], [-0.06486, 0.10863, -0.89662], [-4.42119, -1.28870, -3.22550], [-3.11275, 0.04966, -3.63379], [-4.51355, 0.48610, -2.43105], [-4.02707, -2.73561, 0.08347], [-3.87709, -3.28617, -1.74254], [-2.36450, -3.40772, -0.55754], [-0.51283, -1.94492, -0.93888], [-1.11222, -0.78064, -3.92711], [-0.51866, -2.43918, -3.22046], [1.64690, -1.19825, -2.54791], [1.23940, 0.05694, -4.08262], [-0.42528, 1.35466, -2.65300], [-0.50020, 0.69762, -0.13033], [0.81998, -0.21618, -0.42685], [4.44288, -2.51950, -1.31902], [3.15109, -3.22583, -1.69669], [2.07942, -3.81191, -2.01010], [5.27951, -3.22203, -1.36608], [4.63209, -1.69372, -2.01026], [4.36758, -2.12299, -0.30269], [5.78299, -6.38294, 0.74218], [5.68030, -4.95655, 1.25707], [5.59515, -3.77317, 1.68436], [6.70755, -6.84332, 1.10126], [4.93164, -6.96978, 1.09763], [5.78536, -6.38528, -0.35135], [-7.59195, 1.63838, -3.30903], [-7.51987, 0.97316, -1.94429], [-7.45998, 0.42117, -0.81207], [-6.61887, 1.57960, -3.80436], [-8.33844, 1.13556, -3.92989], [-7.87161, 2.68960, -3.19705], [-1.49409, 4.68453, -0.75898], [-1.81283, 3.28160, -1.24933], [-2.07723, 2.11761, -1.65605], [-1.62188, 4.73843, 0.32567], [-0.46103, 4.94108, -1.00895], [-2.16493, 5.40648, -1.23289], [-3.67356, 2.46285, 2.82188], [-3.46248, 3.85575, 2.25131], [-3.28743, 5.01133, 1.77784], [-4.66836, 2.09677, 2.55347], [-2.92181, 1.77775, 2.42058], [-3.58582, 2.48913, 3.91157], [-1.66457, 5.76855, -4.60885], [-1.00270, 6.71891, -3.62448], [-0.45350, 7.50729, -2.80777], [-0.92682, 5.06144, -4.99798], [-2.46284, 5.21194, -4.11036], [-2.09113, 6.33303, -5.44266], [7.10818, 0.63013, -1.34951], [6.60722, -0.03698, -2.62005], [6.19153, -0.59052, -3.67408], [6.31025, 0.65580, -0.60229], [7.95688, 0.07187, -0.94505], [7.42607, 1.65373, -1.56633], [-4.28873, 0.14307, 6.21381], [-3.05311, 1.02581, 6.14858], [-2.02798, 1.75818, 6.09434], [-4.98166, 0.41169, 5.41170], [-4.00346, -0.90645, 6.10126], [-4.79034, 0.27444, 7.17659], [7.68839, -1.52385, 3.01521], [7.89947, -0.13096, 2.44464], [8.07452, 1.02463, 1.97117], [6.69359, -1.88994, 2.74680], [8.44014, -2.20895, 2.61391], [7.77614, -1.49757, 4.10491], [-1.00361, -2.64044, 6.80223], [-2.25691, -2.87920, 5.97609], [-3.29669, -3.07739, 5.29070], [-0.95688, -3.35910, 7.62505], [-0.11567, -2.75882, 6.17526], [-1.01608, -1.62760, 7.21432]], "forces_ev_per_a": [[-0.69, 0.16, -1.18], [-0.66, 0.39, 1.10], [-0.22, -0.94, -0.05], [0.08, -4.26, -1.12], [1.11, 1.29, -0.53], [-0.82, 0.07, 0.85], [-0.42, -1.48, -2.55], [-1.65, -0.81, 0.22], [1.49, 1.65, 0.34], [1.39, 1.97, 1.02], [-1.22, -0.90, 1.72], [1.61, -2.03, -0.65], [1.48, -0.05, -1.94], [1.26, 1.03, 1.80], [-1.84, 1.21, -0.60], [-1.25, 1.88, -1.05], [0.43, -0.92, 2.20], [0.46, 2.51, 0.39], [-0.76, 1.96, -1.23], [-0.44, -1.63, 1.88], [2.30, -0.59, 1.38], [-0.19, -0.44, -1.56], [-1.18, -0.44, -0.55], [-1.12, -0.50, -0.31], [-6.89, -3.82, -1.98], [8.33, 4.76, 2.52], [-0.22, 0.08, -0.02], [-0.11, -0.23, -0.06], [-0.07, -0.23, -0.10], [-0.08, 1.14, 0.43], [-0.56, 7.77, 2.83], [0.63, -9.48, -3.49], [-0.13, 0.20, 0.00], [0.10, 0.21, 0.00], [-0.01, 0.12, 0.19], [0.02, -0.53, 1.13], [0.40, -3.65, 7.48], [-0.40, 4.41, -9.08], [-0.12, -0.05, 0.16], [0.11, 0.02, 0.20], [0.04, -0.20, 0.10], [-0.08, -1.17, -0.43], [-1.72, -7.21, -2.49], [1.91, 9.24, 3.24], [-0.12, -0.12, -0.25], [-0.14, -0.14, -0.13], [0.05, -0.20, 0.08], [0.08, 1.16, -0.42], [1.10, 7.54, -3.06], [-1.44, -9.26, 3.83], [0.14, 0.17, -0.08], [-0.09, 0.19, 0.02], [0.10, 0.15, -0.20], [0.56, 0.80, 0.79], [3.64, 5.23, 5.36], [-4.41, -6.39, -6.49], [-0.04, 0.18, 0.11], [0.12, 0.14, 0.00], [0.11, -0.01, 0.20], [-0.38, -0.56, -1.07], [-2.66, -3.54, -6.94], [3.22, 4.37, 8.42], [0.11, -0.04, -0.16], [-0.17, 0.07, -0.12], [-0.07, -0.20, -0.04], [0.99, 0.72, 0.03], [6.66, 4.74, -0.30], [-8.11, -5.84, 0.35], [0.17, 0.03, 0.10], [0.02, 0.23, -0.05], [0.16, 0.10, -0.14], [0.13, 1.19, -0.41], [1.18, 7.57, -3.08], [-1.46, -9.23, 3.67], [0.21, 0.13, -0.02], [-0.10, 0.20, 0.00], [0.04, 0.13, -0.19], [-1.02, -0.21, -0.64], [-6.76, -1.36, -4.50], [8.31, 1.62, 5.45], [-0.12, 0.07, -0.19], [-0.23, 0.00, 0.02], [-0.10, -0.13, -0.13]]}